# 1
Density functional theory data (ωB97M-V with the def2-TZVPD basis set) for the molecule C5H8N2 at a distorted geometry.

HOMO energy = -0.3647 hartree
E_LUMO = 0.0300 Eh
multiplicity = 1
gap between HOMO and LUMO = 10.74 eV
energy above the lowest of the compared OMol25 structures with the same formula, charge and spin = 152.2 kJ/mol

Last column: Mulliken charge in e.
Atoms and positions in Å:
C (-1.098, -0.875, -0.279)  -1.47
C (0.146, -0.009, -0.337)  1.29
C (1.448, -0.767, -0.397)  -1.27
N (-0.047, 1.272, -1.003)  -0.72
C (0.189, 1.265, 0.440)  -0.39
C (-0.700, 1.275, 1.577)  0.17
N (-1.216, 1.074, 2.594)  -0.44
H (-1.041, -1.641, 0.499)  0.37
H (-1.207, -1.373, -1.250)  0.39
H (-2.003, -0.283, -0.100)  0.39
H (1.540, -1.401, -1.283)  0.31
H (2.304, -0.089, -0.331)  0.36
H (1.465, -1.409, 0.494)  0.31
H (-1.026, 1.391, -1.257)  0.32
H (1.151, 1.712, 0.676)  0.41

Force components x, y, z for each atom (eV/Å):
0.008 -0.004 0.037
0.039 -0.241 0.017
0.056 -0.003 -0.096
-0.150 0.098 -0.149
0.179 -0.066 0.329
-0.617 -0.099 0.851
0.189 0.466 -0.955
0.057 0.095 -0.072
0.004 0.008 0.169
0.194 -0.075 0.000
-0.019 0.089 0.042
-0.114 -0.116 -0.182
0.113 0.051 -0.228
0.124 0.005 0.128
-0.063 -0.208 0.109

# 2
Density functional theory data (ωB97M-V with the def2-TZVPD basis set) for the molecule C5H8N2.

HOMO energy = -0.3091 hartree
E_LUMO = 0.0390 Eh
multiplicity = 1
gap between HOMO and LUMO = 9.47 eV
energy above the lowest of the compared OMol25 structures with the same formula, charge and spin = 294.7 kJ/mol

Last column: Mulliken charge in e.
Atoms and positions in Å:
C (2.752, -0.321, -1.201)  -0.93
C (0.470, 0.525, -0.670)  -0.03
C (-0.830, 0.412, -0.777)  -0.33
N (-1.696, -0.077, 0.232)  -0.06
C (-1.526, 0.193, 1.543)  -0.47
N (-2.505, -0.350, 2.283)  -0.21
C (1.767, 0.675, -0.636)  -0.18
H (3.642, 0.191, -1.579)  0.30
H (3.081, -1.037, -0.440)  0.25
H (2.304, -0.883, -2.024)  0.32
H (-1.332, 0.750, -1.683)  0.32
H (-2.511, -0.585, -0.115)  0.29
H (-2.513, -0.179, 3.274)  0.25
H (-3.280, -0.908, 1.923)  0.16
H (2.173, 1.574, -0.170)  0.32

Force components x, y, z for each atom (eV/Å):
0.023 -0.071 -0.028
0.026 -0.001 -0.044
0.230 0.122 -0.138
0.067 0.047 0.227
-0.394 -0.291 -0.277
0.072 0.045 0.132
-0.219 0.006 -0.012
-0.138 -0.062 0.050
-0.027 0.125 -0.052
0.054 0.040 0.142
0.089 -0.019 0.138
0.107 0.103 0.106
0.041 -0.042 -0.164
0.162 0.107 -0.013
-0.093 -0.108 -0.068